(1)
Computed, not measured: a cluster of 6 separate species, C4H22NO5S2 in total in a non-equilibrium geometry, with ωB97M-V/def2-TZVPD.

Results
- ΔE to the lowest compared entry with this formula, charge and spin (kcal per mole) = 8.7
- HOMO-LUMO gap (eV) = 9.185
- HOMO level (eV) = -11.707
- charge = +1
- total energy (Eh) = -1392.7102
- LUMO (eV) = -2.5

Positions of all 34 atoms, in Å:
N: 0.225 -0.341 -1.359
C: -0.179 -1.078 -0.027
C: -1.271 -2.061 -0.475
C: 1.109 -1.753 0.463
S: 2.265 -0.426 1.031
S: 2.304 -0.235 2.976
C: 0.865 0.822 3.407
H: -0.654 -0.179 -1.918
H: 0.427 0.669 -1.233
H: 1.100 -0.680 -1.776
H: -0.643 -0.383 0.664
H: -0.934 -2.770 -1.205
H: -2.068 -1.434 -0.900
H: -1.732 -2.486 0.405
H: 0.965 -2.415 1.326
H: 1.548 -2.287 -0.371
H: -0.058 0.266 3.425
H: 0.858 1.646 2.686
H: 1.087 1.278 4.370
H: -3.608 1.795 -2.043
H: -3.493 2.591 -3.252
O: -3.762 1.689 -3.002
H: -1.108 3.802 1.516
H: -2.310 3.962 0.627
O: -1.425 3.586 0.634
H: 3.068 -1.742 -3.286
H: 3.710 -0.850 -2.353
O: 2.889 -1.365 -2.409
H: -2.529 0.751 -3.310
H: -2.123 -0.557 -3.826
O: -1.700 0.164 -3.339
H: -4.550 -0.067 -0.401
H: -4.456 0.989 0.575
O: -3.896 0.582 -0.102

Partial charges, Löwdin, in e: 0.183 -0.366 -0.039 -0.449 0.450 0.444 -0.429 0.097 0.162 0.100 0.133 0.089 0.066 0.092 0.093 0.067 0.023 0.023 0.032 0.047 0.091 -0.031 0.034 0.033 -0.066 0.070 0.072 -0.056 0.007 0.066 -0.097 0.059 0.056 -0.056

=====

(2)
Computed, not measured: a cluster of 8 separate species, C4H22NO8S in total in a non-equilibrium geometry, with ωB97M-V/def2-TZVPD.

Results
- ΔE to the lowest compared entry with this formula, charge and spin (kcal per mole) = 34.6
- HOMO-LUMO gap (eV) = 6.727
- HOMO level (eV) = -4.082
- charge = -1
- total energy (Eh) = -1220.4566
- LUMO (eV) = 2.6

Positions of all 36 atoms, in Å:
C: -0.355 -0.634 -0.955
N: -1.388 -1.608 -0.458
C: -2.645 -0.932 -0.292
O: -3.432 -1.192 0.572
C: 0.973 -1.264 -1.283
C: 0.992 -2.842 -1.225
S: 0.841 -3.533 0.637
H: -0.660 -0.129 -1.858
H: -0.149 0.028 -0.102
H: -0.956 -2.216 0.454
H: -2.788 -0.125 -0.953
H: 1.320 -1.056 -2.319
H: 1.753 -0.960 -0.516
H: 0.174 -3.387 -1.713
H: 1.889 -3.447 -1.593
H: -2.323 -2.546 -1.961
H: -2.277 -3.942 -1.549
O: -2.647 -3.387 -2.312
H: 0.924 1.089 0.529
H: 2.037 1.952 0.984
O: 1.217 2.032 0.438
H: -3.657 2.664 0.729
H: -3.702 3.442 -0.567
O: -3.255 2.787 -0.148
H: 2.272 -1.770 1.215
H: 3.732 -2.084 1.361
O: 3.178 -1.313 1.270
H: 0.104 2.627 2.247
H: 0.873 3.755 2.087
O: 0.012 3.535 2.209
H: 2.679 0.083 2.085
H: 2.586 0.461 3.491
O: 2.266 0.729 2.592
H: -0.643 4.490 -1.196
H: 0.763 4.142 -0.521
O: 0.291 4.551 -1.381

Partial charges, Löwdin, in e: -0.225 -0.058 -0.368 0.027 -0.263 -0.538 0.206 0.116 0.085 0.075 0.102 0.104 0.075 0.009 0.046 -0.030 0.071 -0.120 0.025 0.045 -0.094 0.059 -0.034 -0.013 -0.046 0.036 -0.139 -0.021 -0.032 -0.002 -0.074 0.081 -0.064 0.000 0.083 -0.123

=====

(3)
Computed, not measured: a cluster of 8 separate species, C4H22O9S in total in a non-equilibrium geometry, with ωB97M-V/def2-TZVPD.

Results
- HOMO-LUMO gap (eV) = 11.238
- HOMO level (eV) = -10.764
- charge = 0
- total energy (Eh) = -1240.9621
- SMILES string = O=S1(=O)CCCC1.O.O.O.O.O.O.O
- LUMO (eV) = 0.5

Positions of all 36 atoms, in Å:
O: 1.289 -1.440 1.199
S: 1.141 -2.150 -0.028
O: 1.894 -1.675 -1.157
C: 1.245 -3.914 0.309
C: -0.139 -4.133 1.012
C: -1.176 -3.434 0.153
C: -0.574 -2.085 -0.264
H: 2.119 -4.075 0.946
H: 1.271 -4.414 -0.633
H: -0.352 -5.177 1.198
H: -0.151 -3.560 1.967
H: -2.095 -3.362 0.675
H: -1.260 -4.024 -0.735
H: -0.898 -1.305 0.421
H: -0.800 -1.832 -1.298
O: -2.539 2.913 1.182
H: -1.889 2.166 1.263
H: -2.016 3.637 0.876
O: -2.921 0.996 -0.825
H: -2.891 1.684 -0.095
H: -3.757 1.272 -1.229
O: -0.291 1.142 1.146
H: 0.322 1.262 0.415
H: -0.125 0.311 1.588
O: 2.115 4.011 0.287
H: 2.303 4.210 1.228
H: 2.549 3.156 0.177
O: 0.321 1.387 -1.555
H: -0.472 0.844 -1.658
H: 0.101 2.305 -1.726
O: -0.368 3.894 -0.919
H: -0.331 4.757 -1.315
H: 0.497 3.916 -0.396
O: 2.777 1.247 -0.593
H: 3.058 0.362 -0.431
H: 2.040 1.108 -1.183

Partial charges, Löwdin, in e: -0.310 0.643 -0.298 -0.186 -0.212 -0.201 -0.231 0.112 0.095 0.112 0.124 0.110 0.108 0.093 0.115 -0.070 0.023 0.012 -0.097 0.008 0.036 -0.045 0.010 0.024 -0.052 0.082 0.021 -0.063 0.055 0.023 -0.072 0.047 0.036 -0.046 0.010 -0.015

=====

Among the records above, which one has the highest total energy?
C4H22NO8S